A molecular structure, C21H34AlCl6CsFIMg2NO13PS2 in a non-equilibrium geometry, computed with ωB97M-V with the def2-TZVPD basis set.

Geometry as XYZ:
```
84
Properties=species:S:1:pos:R:3:forces:R:3:mulliken_charge:R:1
Cs 1.46763 1.86594 1.89280 -1.250 0.709 -5.185 1.0167
I 2.15102 -2.05197 3.96700 -0.326 -0.074 -0.467 -0.1295
Cl 6.97318 1.78879 7.59055 -0.004 0.010 -0.005 -0.1617
Cl -4.59003 -3.80709 1.50062 -0.070 0.090 0.173 0.0169
Cl 4.18149 0.99632 8.02238 -0.056 -0.003 -0.024 -0.1719
Cl -5.10782 -5.87450 3.43924 0.027 0.047 0.059 -0.0408
Cl -5.82425 -3.13521 4.05362 0.322 -0.277 -0.033 -0.0383
Cl -7.30317 -4.63375 2.04589 0.017 0.054 0.027 -0.0683
S 0.14941 -1.06561 -0.26910 -0.423 -0.117 -1.659 -0.1231
S 1.25652 4.92547 -2.67174 0.238 0.521 0.035 1.1775
P 1.15310 -2.77902 0.10538 0.463 0.170 0.476 0.3231
Al 1.00664 -3.61054 2.34247 0.282 -0.789 1.448 -0.3833
Mg -7.49379 -1.17235 4.57261 -0.323 0.374 0.108 0.5224
Mg -1.06726 -2.78447 -1.67101 -0.151 1.076 2.469 0.6402
F 1.86487 -5.95075 -0.42291 0.115 0.069 -0.064 -0.3007
O -0.67160 3.47908 -6.15137 -0.042 0.023 -0.006 -0.3263
O 1.95437 5.66935 -1.44652 -0.121 0.083 0.040 -0.2888
O -1.40523 -1.36662 2.31949 0.060 -0.147 -0.041 -0.3550
O 1.87501 3.66238 -2.87146 -0.192 -0.175 -0.037 -0.5866
O 4.04966 1.83301 4.41074 0.051 0.341 -0.202 -0.6636
O 3.84169 5.97859 5.88080 -0.161 -0.068 0.085 -0.2268
O 1.88885 1.63209 4.09503 1.114 -0.618 4.314 -0.6708
O 0.42967 2.24808 -7.53021 0.009 -0.011 -0.005 -0.3323
O 1.73475 5.92136 -3.80650 0.160 -0.175 -0.071 -0.2825
O -0.81978 1.23197 -5.94513 0.026 0.013 0.016 -0.5800
O 2.80970 3.70338 4.10713 -0.366 0.034 -0.147 -0.6387
O -0.14993 5.03290 -2.50345 -0.101 -0.286 0.140 -0.4914
O -1.83868 -3.36375 0.35148 0.073 -0.086 -1.088 -0.2384
N -0.93863 -3.66695 2.47019 -0.359 0.405 -0.751 0.6227
C -4.88004 1.27926 -3.10370 -0.024 -0.011 -0.007 -0.5052
C 0.82164 0.96406 -8.02092 0.060 -0.047 -0.090 -0.6297
C -4.64454 2.63867 -2.95260 0.002 -0.001 0.010 -0.4940
C -1.50636 -2.40188 2.91562 0.054 0.427 0.172 0.4863
C -1.37719 -4.11190 1.26232 -0.082 -0.066 0.093 0.6513
C -3.94418 0.36251 -2.64712 0.053 -0.022 0.017 -0.2431
C -0.39614 2.22457 -6.48999 0.028 -0.007 0.012 0.7836
C 2.98984 -6.35283 0.35901 -0.062 0.023 0.227 -0.5531
C -3.47679 3.08228 -2.34638 -0.037 0.010 0.019 -0.4450
C -1.31827 -5.58758 1.02353 0.130 0.017 -0.227 -1.3999
C 2.93708 6.60444 -1.93564 0.295 -0.080 -0.106 -0.3815
C -1.57133 3.61473 -5.04861 -0.141 0.064 0.091 -0.5593
C 1.80646 -5.39015 2.35715 0.486 0.424 -0.333 -0.4761
C -2.18301 -2.52033 4.24306 -0.283 -0.195 -0.109 -0.9115
C 2.34345 7.09672 -3.23742 -0.137 0.282 0.125 -0.3490
C 5.27716 2.20683 7.33115 0.038 0.068 -0.032 0.0898
C -5.70923 -4.39822 2.72680 -0.097 -0.233 -0.214 0.3083
C -2.53778 2.16650 -1.89674 0.051 -0.057 0.089 -0.5556
C 3.11069 -5.39448 1.51248 -0.310 -0.169 -0.174 -0.6384
C -2.77368 0.80747 -2.04772 -0.086 -0.010 -0.035 0.9614
C 3.01590 2.48882 4.22534 1.209 0.363 1.100 0.7700
H 5.09007 2.25638 6.26467 0.008 -0.069 -0.003 -0.0184
H 3.08748 7.48844 -3.92379 -0.017 -0.164 -0.124 0.3064
H -1.69400 4.67850 -4.87056 0.123 0.037 -0.102 0.2958
H -2.88600 -1.70162 4.35397 0.071 0.159 0.085 0.3156
H -2.03438 0.09618 -1.69124 0.020 0.027 0.034 -0.6414
H -3.29328 4.14221 -2.22808 0.021 0.002 -0.012 0.4631
H 0.45173 -3.78641 -0.60632 0.540 -0.428 -0.323 -0.2141
H 1.56611 7.84288 -3.07234 -0.006 -0.001 0.010 0.2915
H 3.35127 -4.42078 1.07283 0.182 0.130 0.191 0.1465
H -5.79061 0.93625 -3.57641 0.001 0.001 -0.011 0.4046
H -1.43502 -2.47527 5.03447 0.074 -0.020 0.042 0.2407
H 2.07348 -5.64976 3.37956 -0.247 -0.056 0.153 0.5635
H 3.08176 7.39565 -1.20688 -0.160 -0.066 0.114 0.3184
H -2.54077 3.17754 -5.28351 0.050 -0.121 -0.011 0.3647
H 3.87553 6.07163 -2.09258 0.009 0.010 -0.020 0.3016
H -5.37292 3.35441 -3.30974 -0.005 0.002 0.000 0.4047
H 1.14171 -6.15185 1.96108 -0.095 -0.161 0.183 0.3193
H -1.15553 3.15081 -4.15868 -0.019 -0.081 -0.021 0.1665
H 1.35195 0.40573 -7.25147 -0.047 -0.013 0.030 0.2787
H -1.62569 2.51626 -1.43026 0.029 0.021 -0.047 0.3827
H -1.25455 -6.13808 1.95283 0.046 -0.079 0.056 0.4004
H 3.98520 5.24914 5.24559 -0.003 -0.323 -0.358 0.3839
H 5.07840 3.15599 7.81443 0.010 -0.018 0.066 0.2639
H -0.04597 0.40148 -8.35995 -0.019 -0.014 0.056 0.2947
H -2.20877 -5.87177 0.46707 -0.101 -0.033 0.017 0.3751
H -2.70804 -3.46960 4.31652 0.052 -0.109 0.114 0.2615
H 2.77847 -7.35773 0.71736 -0.019 -0.110 -0.141 0.3368
H 1.48500 1.15458 -8.85811 -0.005 0.066 0.003 0.2289
H 2.41953 0.82119 4.22715 -0.692 -0.373 0.381 0.2437
H 3.86047 -6.34689 -0.29035 -0.031 -0.032 -0.151 0.3467
H -0.45630 -5.83365 0.39927 0.094 -0.067 -0.011 0.1901
H -4.13610 -0.69968 -2.76329 -0.028 0.007 -0.021 0.1990
H 3.96228 -5.69303 2.12012 0.138 0.052 -0.033 0.3998
H 2.43642 -2.78474 -0.46097 -0.132 -0.146 -0.375 0.2547
```
Forces are in eV/Å.

Properties
energy relative to the best compared isomer or geometry (same formula, charge and spin) = 0.0000 eV
maximum force = 5.38 eV Å⁻¹
net charge = +2